This record from the OMol25 dataset describes a structure of composition C11H24ClCuIO2P at a distorted geometry. The level of theory is ωB97M-V with the def2-TZVPD basis set.

```
41
Properties=species:S:1:pos:R:3:nbo_charge:R:1
I -3.0757 -0.8950 -4.4490 -0.08
Cu -4.3622 0.8422 0.0116 0.70
Cl -1.3522 -4.2359 -0.9534 -0.08
P -1.6144 0.0315 0.2535 0.89
O -0.6463 -0.0115 -2.9856 -0.50
O 4.2337 0.8799 0.2069 -0.54
C -0.5225 -2.4946 1.0061 -0.43
C 1.8307 1.1855 0.6238 -0.45
C 3.2620 1.6223 0.9315 -0.05
C -0.1436 2.4912 -0.4597 -0.40
C -2.4374 -0.4872 -1.4294 -0.88
C -1.8321 -1.7071 0.9786 -0.70
C -0.1167 -3.1049 -0.3256 -0.36
C 4.1677 -0.5076 0.4387 -0.25
C -1.7607 -0.3534 -2.7371 0.55
C 0.7864 2.3164 0.7563 -0.40
C -1.5277 1.8480 -0.3510 -0.69
H -0.2955 -0.2607 -0.2146 -0.05
H -1.1553 0.4748 1.5657 -0.12
H -2.8871 -1.4847 -1.4489 0.26
H 5.1647 -0.9362 0.3082 0.19
H 0.2799 -1.8445 1.3815 0.22
H -2.0465 1.9655 -1.3117 0.20
H -2.1062 2.4250 0.3875 0.20
H 3.4740 1.4322 1.9959 0.16
H 0.8131 -3.6655 -0.2204 0.22
H 1.5283 0.3640 1.2834 0.20
H 0.3753 2.1873 -1.3756 0.21
H 3.8212 -0.7463 1.4535 0.16
H 0.0139 -2.3277 -1.0804 0.21
H -3.2066 0.3951 0.7295 -0.37
H 3.4995 -1.0093 -0.2746 0.17
H 1.3368 3.2582 0.8718 0.20
H 0.2115 2.1998 1.6803 0.21
H -0.6377 -3.2877 1.7557 0.22
H -0.3074 3.5707 -0.5742 0.21
H -2.6423 -2.2800 0.5221 0.21
H 1.7791 0.7857 -0.3962 0.22
H 3.4264 2.6707 0.6785 0.19
H -2.1233 -1.5527 2.0256 0.22
H -3.2050 0.2468 -1.2590 0.16
```

## Properties
**E_tot**: -3323.4966 Ha
**HOMO level**: -8.15 eV
**Charge**: 0